Arrangement 1

CH2N4O in the gas phase. Source: the Open Molecules 2025 dataset; level of theory: wB97M-V/def2-TZVPD.

CARTESIAN COORDINATES (ANGSTROEM)
C -0.02 0.49 -0.26
H -0.64 0.70 -1.75
H -0.48 -1.71 -0.67
N -0.21 1.34 -1.14
N 0.40 0.99 0.96
N 0.82 0.07 1.72
N -0.40 -0.84 0.04
O 0.55 -1.04 1.11

Calculated values
SMILES: [H]/N=c1/nno[nH]1
Charge: 0

Atomic partial charges in e from the natural (NBO) method, atoms 1 to 6: C 0.4214; H 0.3177; H 0.4297; N -0.5750; N -0.2441; N 0.2117


Arrangement 2

CH2N4O in the gas phase. Source: the Open Molecules 2025 dataset; level of theory: wB97M-V/def2-TZVPD.

CARTESIAN COORDINATES (ANGSTROEM)
C 0.68 0.09 -0.12
H 2.47 0.70 -0.10
H -1.76 -1.11 0.57
N 1.94 -0.05 0.22
N -0.17 1.21 -0.14
N -1.30 0.67 0.12
N -1.24 -0.55 0.02
O 0.07 -1.13 -0.17

Calculated values
SMILES: [H]/N=c1\nn[nH]o1
Charge: 0

Atomic partial charges in e from the natural (NBO) method, atoms 1 to 6: C 0.5528; H 0.3470; H 0.3874; N -0.6939; N -0.2906; N 0.0735


Arrangement 3

CH2N4O in the gas phase. Source: the Open Molecules 2025 dataset; level of theory: wB97M-V/def2-TZVPD.

CARTESIAN COORDINATES (ANGSTROEM)
C -0.73 -0.28 -0.13
H -0.62 0.32 1.92
H 0.44 -0.48 -1.95
N -0.18 0.28 1.00
N 1.13 0.65 0.84
N 1.44 0.38 -0.36
N 0.36 -0.14 -1.00
O -1.84 -0.73 -0.31

Calculated values
SMILES: O=c1[nH]nn[nH]1
Charge: 0

Atomic partial charges in e from the natural (NBO) method, atoms 1 to 6: C 0.7057; H 0.4283; H 0.4299; N -0.4516; N -0.0233; N -0.0240


How do the energies compare? Relative to the most stable structure, in kcal/mol: arrangement 1 99.7; arrangement 2 82.1; arrangement 3 0.0.


Arrangement 1

2 unconnected molecules or ions with the total composition C2H6N3O2. Source: the Open Molecules 2025 dataset; level of theory: wB97M-V/def2-TZVPD.

CARTESIAN COORDINATES (ANGSTROEM)
C 0.55 0.34 1.25
C 0.00 -0.41 -1.65
N -0.13 0.22 -2.80
N -0.68 -1.30 -1.05
N 0.83 0.89 -3.38
O 2.07 0.73 -3.06
O 0.53 1.65 -4.32
H 0.00 0.91 0.53
H 1.62 0.56 1.23
H -0.06 0.43 2.03
H 0.86 -0.11 -1.12
H 0.38 -0.56 0.69
H -1.38 -1.37 -1.73

Calculated values
Charge: -1

Atomic partial charges in e from the natural (NBO) method, atoms 1 to 6: C -0.8926; C 0.2626; N -0.4932; N -0.7565; N 0.5988; O -0.5516


Arrangement 2

A gas-phase ion, C2H6N3O2 (charge -1). Source: the Open Molecules 2025 dataset; level of theory: wB97M-V/def2-TZVPD.

CARTESIAN COORDINATES (ANGSTROEM)
C 0.60 1.04 0.54
C 0.01 0.21 -1.66
N -1.00 -0.83 0.36
N 0.35 -0.09 -0.27
N -0.75 -1.50 1.38
O -1.66 -2.25 1.77
O 0.37 -1.63 1.90
H 1.37 1.63 0.11
H -0.21 1.79 0.26
H 0.86 0.79 1.57
H 0.85 0.96 -1.81
H 0.19 -0.64 -2.31
H -0.98 0.53 -1.85

Calculated values
SMILES: CN(C)N=[N+]([O-])[O-]
Charge: -1

Atomic partial charges in e from the natural (NBO) method, atoms 1 to 6: C -0.4309; C -0.4158; N -0.2742; N -0.3259; N 0.5398; O -0.5800


How do the energies compare? Relative to the most stable structure, in kcal/mol: arrangement 1 0.0; arrangement 2 29.9.


Arrangement 1

C4H2O3 in the gas phase. Source: the Open Molecules 2025 dataset; level of theory: wB97M-V/def2-TZVPD.

CARTESIAN COORDINATES (ANGSTROEM)
C 1.17 0.38 0.56
C -0.19 0.00 -1.24
C -0.96 -0.43 -0.23
C -0.26 -0.22 0.99
H -0.34 0.18 -2.28
H -1.94 -0.72 -0.36
O 2.08 0.77 1.22
O 1.07 0.34 -0.80
O -0.62 -0.31 2.14

Calculated values
SMILES: O=C1C=COC1=O
Charge: 0

Atomic partial charges in e from the natural (NBO) method, atoms 1 to 6: C 0.7033; C 0.2348; C -0.4006; C 0.4241; H 0.2222; H 0.2401


Arrangement 2

C4H2O3 in the gas phase. Source: the Open Molecules 2025 dataset; level of theory: wB97M-V/def2-TZVPD.

CARTESIAN COORDINATES (ANGSTROEM)
C -0.27 0.89 -0.02
C -1.40 0.22 0.02
C -2.45 -0.72 0.08
C 1.02 -1.05 -0.07
O 0.96 0.31 0.04
O -2.77 0.54 -0.05
O 2.23 -1.44 -0.01
H -0.22 1.97 -0.10
H 2.90 -0.73 0.11

Calculated values
Charge: 0

Atomic partial charges in e from the natural (NBO) method, atoms 1 to 6: C 0.0705; C 0.0238; C 0.3363; C 0.4512; O -0.5366; O -0.3924


How do the energies compare? Relative to the most stable structure, in kcal/mol: arrangement 1 0.0; arrangement 2 129.1.